{
  "formula": "C16H34CaF6N3O10S2",
  "method": "the ωB97M-V functional and the def2-TZVPD basis",
  "spin_multiplicity": 2,
  "relative_energy_kj_mol": 0.0,
  "charge": 0,
  "e_lumo_ev": [0.16, -2.12],
  "homo_ev": [-8.04, -7.75],
  "s2": 0.76,
  "elements": ["Ca", "O", "C", "C", "O", "H", "H", "H", "H", "C", "F", "F", "F", "S", "O", "O", "N", "S", "O", "O", "C", "F", "F", "F", "C", "O", "C", "C", "N", "C", "C", "O", "C", "H", "H", "H", "H", "H", "H", "H", "H", "H", "H", "H", "H", "H", "H", "H", "C", "O", "C", "C", "N", "C", "C", "O", "C", "H", "H", "H", "H", "H", "H", "H", "H", "H", "H", "H", "H", "H", "H", "H"],
  "positions_angstrom": [[1.412, -0.511, 0.167], [3.161, -1.289, -1.344], [4.311, -1.069, -0.536], [4.423, 0.042, 0.601], [3.291, 0.248, 1.430], [5.127, -0.901, -1.239], [4.575, -2.075, -0.210], [4.613, 1.002, 0.122], [5.337, -0.145, 1.165], [-0.505, -4.489, -1.278], [-0.440, -5.436, -2.222], [-0.834, -3.297, -1.830], [-1.471, -4.836, -0.383], [1.172, -4.259, -0.354], [1.318, -5.457, 0.478], [2.201, -4.143, -1.380], [0.996, -2.791, 0.630], [1.195, -3.295, 2.138], [1.266, -2.049, 2.929], [0.207, -4.258, 2.602], [3.043, -4.099, 2.271], [3.000, -5.346, 2.729], [3.631, -4.246, 1.120], [3.683, -3.358, 3.183], [-4.157, 0.068, 3.144], [-3.075, -0.069, 2.258], [-3.220, -1.056, 1.241], [-1.842, -1.405, 0.666], [-1.193, -0.270, -0.041], [-1.946, 0.092, -1.259], [-2.621, 1.472, -1.083], [-1.675, 2.543, -0.944], [-2.308, 3.748, -0.684], [-4.309, -0.914, 3.594], [-5.103, 0.393, 2.710], [-3.893, 0.711, 3.983], [-3.956, -0.811, 0.476], [-3.711, -1.956, 1.610], [-1.921, -2.247, -0.022], [-1.227, -1.642, 1.535], [-1.407, 0.524, 0.545], [-2.780, -0.561, -1.514], [-1.298, 0.125, -2.135], [-3.152, 1.409, -0.133], [-3.324, 1.627, -1.901], [-1.720, 4.660, -0.788], [-2.663, 3.791, 0.346], [-3.145, 3.820, -1.379], [-0.968, 2.396, -4.350], [-0.079, 1.566, -3.571], [1.049, 2.353, -3.188], [1.815, 1.613, -2.091], [1.001, 1.609, -0.890], [1.449, 2.626, 0.061], [0.608, 2.594, 1.318], [0.201, 1.251, 1.711], [-0.474, 1.293, 2.980], [-1.336, 3.271, -3.816], [-1.866, 1.832, -4.602], [-0.409, 2.656, -5.250], [0.842, 3.372, -2.862], [1.637, 2.574, -4.079], [2.774, 2.108, -1.938], [2.161, 0.634, -2.422], [0.061, 1.824, -1.191], [1.313, 3.612, -0.384], [2.528, 2.635, 0.209], [-0.351, 3.083, 1.142], [1.026, 3.222, 2.105], [0.166, 1.677, 3.774], [-0.826, 0.322, 3.331], [-1.391, 1.882, 2.990]]
}

{
  "formula": "C16H34NO8",
  "method": "the ωB97M-V functional and the def2-TZVPD basis",
  "spin_multiplicity": 1,
  "charge": 1,
  "e_lumo_ev": -2.75,
  "homo_ev": -12.41,
  "elements": ["C", "C", "O", "O", "C", "C", "N", "H", "H", "H", "H", "H", "H", "H", "H", "H", "H", "O", "C", "O", "C", "C", "C", "H", "H", "H", "H", "H", "H", "H", "H", "O", "C", "O", "C", "C", "C", "H", "H", "H", "H", "H", "H", "H", "H", "O", "C", "O", "C", "C", "C", "H", "H", "H", "H", "H", "H", "H", "H"],
  "positions_angstrom": [[7.246, -2.237, -2.394], [6.456, -1.477, -3.428], [6.287, -1.840, -4.550], [5.941, -0.263, -3.040], [5.268, -0.164, -1.798], [3.799, -0.428, -2.012], [3.518, -1.818, -2.539], [7.782, -1.579, -1.710], [6.611, -2.912, -1.813], [7.957, -2.857, -2.937], [5.357, 0.864, -1.445], [5.705, -0.812, -1.031], [3.359, 0.270, -2.721], [3.209, -0.423, -1.103], [3.818, -1.947, -3.511], [3.970, -2.527, -1.957], [2.505, -1.985, -2.468], [1.406, -0.924, -0.558], [0.231, -0.900, -0.879], [-0.157, -1.749, -1.830], [-1.574, -1.945, -2.115], [-2.150, -0.886, -3.020], [-0.743, 0.084, -0.296], [-2.119, -2.002, -1.177], [-1.622, -2.930, -2.574], [-2.081, 0.103, -2.567], [-3.204, -1.111, -3.174], [-1.653, -0.844, -3.990], [-0.626, 1.027, -0.833], [-0.506, 0.243, 0.754], [-1.779, -0.232, -0.362], [-1.186, 0.319, 3.407], [-0.569, 1.342, 3.559], [-1.195, 2.400, 4.099], [-0.517, 3.621, 4.440], [-0.394, 4.556, 3.257], [0.862, 1.475, 3.083], [0.449, 3.404, 4.896], [-1.144, 4.062, 5.211], [0.221, 4.127, 2.465], [0.062, 5.495, 3.571], [-1.380, 4.772, 2.845], [0.841, 1.700, 2.016], [1.349, 0.513, 3.221], [1.450, 2.239, 3.583], [-4.545, -1.916, -1.295], [-4.877, -1.124, -0.449], [-3.922, -0.717, 0.419], [-4.146, 0.269, 1.448], [-4.744, -0.340, 2.694], [-6.293, -0.636, -0.306], [-4.746, 1.091, 1.058], [-3.151, 0.659, 1.662], [-5.735, -0.754, 2.504], [-4.835, 0.421, 3.469], [-4.102, -1.136, 3.067], [-6.845, -1.379, 0.273], [-6.732, -0.589, -1.298], [-6.393, 0.327, 0.183]]
}

{
  "formula": "C16H35B2Br12N3O9P3S",
  "method": "the ωB97M-V functional and the def2-TZVPD basis",
  "spin_multiplicity": 1,
  "charge": 1,
  "e_lumo_ev": -4.94,
  "homo_ev": -11.21,
  "elements": ["C", "C", "B", "O", "C", "P", "O", "O", "N", "B", "O", "O", "C", "C", "P", "S", "C", "P", "N", "O", "O", "O", "C", "C", "C", "N", "C", "C", "C", "O", "H", "H", "H", "H", "H", "H", "H", "H", "H", "H", "H", "H", "H", "H", "H", "H", "H", "H", "H", "H", "H", "H", "H", "H", "H", "H", "H", "H", "H", "H", "H", "C", "Br", "Br", "Br", "H", "C", "Br", "Br", "Br", "H", "C", "Br", "Br", "Br", "H", "C", "Br", "Br", "Br", "H"],
  "positions_angstrom": [[-2.040, 4.484, 0.125], [-1.464, 3.312, -0.734], [-0.549, 2.364, 0.139], [0.629, 2.945, 0.540], [-0.858, 0.796, 0.476], [-2.673, 0.343, -0.019], [-3.658, 1.627, 0.198], [-2.683, 0.059, -1.619], [0.190, 0.042, -0.353], [0.513, 0.642, -1.732], [1.836, 0.973, -1.959], [-0.400, 0.819, -2.669], [0.015, 1.354, -3.950], [0.075, -1.474, -0.289], [-0.703, -2.426, -1.709], [-2.327, -3.386, -1.229], [-0.509, -1.891, 1.060], [0.160, -3.554, 1.565], [1.563, -3.441, 2.224], [0.229, -4.505, 0.305], [-0.899, -4.219, 2.556], [-0.025, -0.992, 2.019], [-0.600, 0.382, 1.979], [-1.825, 0.200, 2.882], [-2.726, 1.395, 3.251], [-4.160, 1.056, 3.235], [0.575, 1.100, 2.644], [0.218, 2.405, 3.344], [-0.005, 2.264, 4.821], [1.208, 2.879, 4.146], [-3.125, 4.489, 0.029], [-1.740, 4.438, 1.170], [-1.700, 5.432, -0.279], [-2.226, 2.807, -1.321], [-0.798, 3.777, -1.469], [1.082, 3.380, -0.189], [-3.304, 2.382, 0.685], [-3.506, 0.358, -2.026], [1.043, 0.246, 0.181], [2.397, 0.194, -1.845], [-0.886, 1.435, -4.549], [0.660, 0.640, -4.450], [0.443, 2.348, -3.880], [1.111, -1.828, -0.231], [0.276, -3.352, -2.103], [-0.965, -1.600, -2.810], [-1.601, -1.967, 1.029], [1.892, -2.483, 2.262], [0.805, -5.259, 0.536], [-1.239, -3.530, 3.141], [-2.464, -0.616, 2.553], [-1.398, -0.175, 3.813], [-2.510, 1.664, 4.283], [-2.502, 2.317, 2.696], [-4.680, 1.817, 2.817], [-4.317, 0.267, 2.618], [0.941, 0.508, 3.477], [1.402, 1.331, 1.974], [-0.420, 3.117, 2.826], [-0.167, 3.119, 5.464], [0.391, 1.371, 5.289], [-1.904, 2.304, -7.842], [-3.463, 1.191, -7.988], [-2.093, 3.620, -6.450], [-0.301, 1.260, -7.608], [-1.802, 2.839, -8.776], [4.120, -6.414, 1.759], [2.288, -6.931, 1.466], [5.116, -7.828, 2.591], [4.953, -5.803, 0.134], [4.102, -5.576, 2.443], [8.180, -9.791, 4.539], [7.798, -8.261, 5.640], [9.344, -11.036, 5.425], [6.563, -10.645, 3.929], [8.700, -9.433, 3.662], [-0.658, 7.768, -7.212], [-2.513, 8.261, -7.112], [0.037, 7.262, -5.486], [-0.360, 6.392, -8.521], [-0.109, 8.641, -7.533]]
}

{
  "formula": "C16H35Br2FN2O3Si2",
  "method": "the ωB97M-V functional and the def2-TZVPD basis",
  "spin_multiplicity": 1,
  "charge": 0,
  "e_lumo_ev": 0.51,
  "homo_ev": -9.09,
  "smiles": "CCCOC[Si@@](CCN)(CC(=O)F)O[Si@@](Br)(CCCCCN)C[C@@H](C)Br",
  "elements": ["C", "C", "C", "O", "C", "Si", "C", "C", "N", "C", "C", "O", "F", "O", "Si", "Br", "C", "C", "C", "C", "C", "N", "C", "C", "C", "Br", "H", "H", "H", "H", "H", "H", "H", "H", "H", "H", "H", "H", "H", "H", "H", "H", "H", "H", "H", "H", "H", "H", "H", "H", "H", "H", "H", "H", "H", "H", "H", "H", "H", "H", "H"],
  "positions_angstrom": [[-0.181, 4.651, 1.020], [-1.326, 4.686, -0.006], [-2.208, 3.426, -0.063], [-2.156, 2.783, -1.322], [-0.980, 1.997, -1.503], [-1.338, 0.146, -1.578], [-2.177, -0.656, -0.108], [-3.446, 0.020, 0.413], [-4.378, 0.283, -0.687], [-2.388, -0.088, -3.127], [-2.915, -1.481, -3.246], [-2.346, -2.503, -3.154], [-4.239, -1.498, -3.634], [0.113, -0.590, -1.907], [1.445, -0.959, -1.014], [1.413, 0.278, 0.862], [1.400, -2.786, -0.696], [0.721, -3.309, 0.575], [1.615, -3.227, 1.813], [0.829, -3.282, 3.130], [0.761, -1.932, 3.841], [2.093, -1.379, 4.095], [2.884, -0.375, -2.058], [4.250, -0.080, -1.447], [4.372, 1.290, -0.775], [4.788, -1.483, -0.182], [-0.039, 3.641, 1.418], [0.769, 4.960, 0.582], [-0.372, 5.306, 1.870], [-0.930, 4.843, -1.012], [-1.968, 5.544, 0.204], [-3.259, 3.661, 0.109], [-1.891, 2.727, 0.724], [-0.533, 2.258, -2.473], [-0.220, 2.242, -0.751], [-2.432, -1.676, -0.432], [-1.473, -0.782, 0.720], [-3.195, 0.968, 0.889], [-3.883, -0.612, 1.197], [-4.920, -0.547, -0.902], [-5.038, 1.011, -0.445], [-3.199, 0.636, -3.128], [-1.738, 0.097, -3.990], [0.843, -3.137, -1.576], [2.412, -3.196, -0.774], [0.440, -4.354, 0.415], [-0.222, -2.775, 0.746], [2.334, -4.050, 1.779], [2.216, -2.316, 1.777], [-0.199, -3.606, 2.924], [1.259, -4.022, 3.809], [0.238, -2.054, 4.793], [0.150, -1.244, 3.241], [2.332, -0.632, 3.457], [2.171, -1.015, 5.034], [2.537, 0.553, -2.529], [2.982, -1.113, -2.863], [5.005, -0.172, -2.223], [3.588, 1.961, -1.132], [5.338, 1.740, -1.005], [4.289, 1.223, 0.307]]
}

{
  "formula": "C16H36BClN2O2",
  "method": "the ωB97M-V functional and the def2-TZVPD basis",
  "spin_multiplicity": 1,
  "charge": 0,
  "e_lumo_ev": -0.49,
  "homo_ev": -6.78,
  "elements": ["N", "C", "C", "C", "C", "C", "B", "O", "C", "C", "Cl", "O", "H", "H", "H", "H", "H", "H", "H", "H", "H", "H", "H", "H", "H", "H", "H", "H", "C", "C", "C", "N", "C", "C", "C", "C", "C", "C", "H", "H", "H", "H", "H", "H", "H", "H", "H", "H", "H", "H", "H", "H", "H", "H", "H", "H", "H", "H"],
  "positions_angstrom": [[-6.290, 0.467, -4.547], [-5.450, 0.349, -3.343], [-5.562, 1.621, -2.518], [-4.991, 1.551, -1.101], [-5.518, 0.402, -0.230], [-4.473, -0.627, 0.227], [-3.429, -1.218, -0.848], [-3.527, -2.691, -1.101], [-2.293, -3.065, -1.595], [-1.341, -1.891, -1.209], [0.275, -2.475, -0.551], [-1.983, -1.146, -0.280], [-6.001, -0.201, -5.246], [-7.251, 0.254, -4.323], [-5.720, -0.520, -2.744], [-4.418, 0.218, -3.660], [-6.615, 1.901, -2.455], [-5.031, 2.402, -3.062], [-3.903, 1.552, -1.134], [-5.285, 2.491, -0.628], [-6.341, -0.095, -0.745], [-5.963, 0.839, 0.666], [-5.026, -1.476, 0.640], [-3.923, -0.198, 1.067], [-3.382, -0.631, -1.939], [-1.935, -3.993, -1.146], [-2.260, -3.167, -2.688], [-1.060, -1.298, -2.083], [0.718, 0.091, 1.415], [1.683, 0.567, 0.334], [3.026, -0.130, 0.261], [4.003, 0.087, 1.400], [4.212, 1.555, 1.615], [5.339, 1.854, 2.588], [6.647, 1.212, 2.138], [6.455, -0.286, 1.924], [5.299, -0.563, 0.981], [3.497, -0.572, 2.639], [0.835, 0.602, 2.375], [-0.305, 0.276, 1.090], [0.796, -0.983, 1.568], [1.793, 1.654, 0.356], [1.231, 0.340, -0.633], [3.552, 0.201, -0.635], [2.886, -1.209, 0.192], [4.425, 1.979, 0.633], [3.268, 1.959, 1.972], [5.448, 2.937, 2.649], [5.074, 1.515, 3.592], [7.430, 1.390, 2.873], [6.978, 1.675, 1.203], [6.312, -0.793, 2.880], [7.351, -0.727, 1.485], [5.092, -1.628, 0.892], [5.525, -0.170, -0.010], [3.137, -1.563, 2.378], [2.692, 0.022, 3.055], [4.297, -0.647, 3.366]]
}

{
  "formula": "C16H36BI2N3O7P",
  "method": "the ωB97M-V functional and the def2-TZVPD basis",
  "spin_multiplicity": 1,
  "charge": 1,
  "e_lumo_ev": -3.71,
  "homo_ev": -11.95,
  "elements": ["C", "C", "I", "C", "I", "C", "C", "C", "N", "B", "O", "O", "C", "N", "N", "C", "C", "C", "O", "H", "H", "H", "H", "H", "H", "H", "H", "H", "H", "H", "H", "H", "H", "H", "H", "H", "H", "H", "H", "H", "O", "P", "O", "C", "C", "O", "C", "C", "O", "C", "C", "H", "H", "H", "H", "H", "H", "H", "H", "H", "H", "H", "H", "H", "H", "H"],
  "positions_angstrom": [[4.504, 1.085, 0.346], [3.962, 1.320, -1.057], [5.177, 0.131, -2.392], [2.475, 0.950, -1.329], [1.498, -0.111, 0.248], [1.627, 2.156, -1.805], [0.523, 1.649, -2.751], [-0.803, 2.304, -2.450], [-1.077, 2.149, -0.994], [-2.483, 2.621, -0.555], [-2.925, 3.819, -1.035], [-3.252, 1.830, 0.228], [-0.147, 2.727, -0.260], [-0.505, 3.093, 1.037], [1.138, 2.970, -0.661], [1.378, 4.438, -0.807], [2.861, 4.827, -0.745], [3.405, 5.362, -2.087], [4.560, 4.683, -2.551], [3.911, 1.588, 1.111], [5.531, 1.450, 0.382], [4.575, 0.018, 0.549], [4.132, 2.343, -1.377], [2.484, 0.256, -2.162], [2.310, 2.773, -2.392], [0.410, 0.572, -2.628], [0.782, 1.849, -3.790], [-1.566, 1.792, -3.035], [-0.826, 3.364, -2.708], [-3.121, 3.824, -1.978], [-2.931, 1.691, 1.122], [-0.590, 4.064, 1.280], [-0.675, 2.396, 1.739], [0.897, 4.805, -1.717], [0.869, 4.946, 0.011], [2.946, 5.636, -0.020], [3.465, 3.997, -0.381], [3.600, 6.434, -2.001], [2.662, 5.248, -2.879], [5.103, 4.412, -1.806], [-1.763, -2.985, 1.668], [-2.338, -4.307, 1.384], [-1.401, -5.172, 0.426], [-0.027, -5.389, 0.768], [0.140, -6.292, 1.973], [-3.537, -4.033, 0.341], [-3.858, -2.667, 0.053], [-2.939, -2.059, -0.989], [-3.075, -5.385, 2.265], [-3.033, -5.452, 3.711], [-3.150, -4.102, 4.386], [0.468, -4.428, 0.934], [0.427, -5.848, -0.109], [-0.186, -5.788, 2.887], [1.186, -6.569, 2.105], [-0.455, -7.199, 1.859], [-3.807, -2.067, 0.962], [-4.898, -2.670, -0.274], [-1.904, -2.305, -0.756], [-3.054, -0.972, -1.007], [-3.151, -2.443, -1.988], [-2.121, -5.965, 4.021], [-3.867, -6.089, 3.998], [-2.333, -3.439, 4.100], [-3.121, -4.225, 5.468], [-4.087, -3.614, 4.114]]
}

{
  "formula": "C16H36IN4O2",
  "method": "the ωB97M-V functional and the def2-TZVPD basis",
  "spin_multiplicity": 1,
  "charge": 1,
  "e_lumo_ev": -4.55,
  "homo_ev": -11.85,
  "elements": ["C", "C", "C", "C", "C", "N", "C", "N", "N", "I", "C", "C", "C", "C", "N", "H", "H", "H", "H", "H", "H", "H", "H", "H", "H", "H", "H", "H", "H", "H", "H", "H", "H", "H", "H", "C", "C", "C", "O", "H", "H", "H", "H", "H", "H", "H", "H", "C", "C", "C", "O", "H", "H", "H", "H", "H", "H", "H", "H"],
  "positions_angstrom": [[-0.740, -0.348, -1.730], [-0.921, -0.902, -3.147], [0.364, -1.213, -3.918], [1.204, -2.396, -3.405], [2.249, -2.166, -2.292], [2.921, -0.854, -2.307], [3.181, -0.167, -1.205], [2.681, -0.393, -0.002], [4.106, 0.854, -1.356], [2.981, 2.623, -1.294], [4.722, 0.631, -2.693], [4.068, -0.649, -3.228], [3.772, -0.634, -4.724], [3.255, 0.675, -5.263], [3.834, 1.206, -6.240], [-1.371, -0.847, -0.996], [-0.982, 0.712, -1.670], [0.291, -0.456, -1.402], [-1.543, -1.801, -3.129], [-1.480, -0.167, -3.728], [0.072, -1.463, -4.940], [0.978, -0.310, -3.991], [1.727, -2.845, -4.251], [0.524, -3.172, -3.046], [1.793, -2.300, -1.314], [3.045, -2.912, -2.374], [1.801, -0.856, 0.154], [3.134, 0.053, 0.781], [4.560, 1.499, -3.327], [5.795, 0.499, -2.571], [4.752, -1.479, -3.020], [3.074, -1.435, -4.973], [4.704, -0.853, -5.248], [2.378, 1.111, -4.768], [3.384, 2.075, -6.529], [-1.172, 0.383, 3.717], [-0.831, 0.535, 2.247], [0.479, 1.280, 2.029], [-1.881, 1.169, 1.523], [-1.296, 1.366, 4.181], [-2.107, -0.157, 3.849], [-0.378, -0.144, 4.249], [-0.757, -0.458, 1.790], [0.423, 2.291, 2.439], [0.685, 1.366, 0.959], [1.312, 0.770, 2.521], [-2.024, 2.043, 1.906], [-6.583, 0.247, 5.272], [-5.193, 0.301, 5.880], [-5.154, 1.145, 7.143], [-4.239, 0.774, 4.924], [-6.912, 1.253, 4.997], [-6.586, -0.371, 4.375], [-7.306, -0.162, 5.979], [-4.858, -0.713, 6.111], [-5.446, 2.174, 6.916], [-4.149, 1.159, 7.565], [-5.842, 0.758, 7.895], [-4.494, 1.672, 4.682]]
}

Quick rundown of E_tot, same order as above: -3619.733151, -1286.520712, -33832.010822, -6792.955251, -1376.236895, -2283.733207, -1298.174765 a.u.